[1]
{
  "formula": "C4H11N2O2",
  "method": "ωB97M-V/def2-TZVPD",
  "spin_multiplicity": 1,
  "e_above_lowest_kcal_mol": 22.3,
  "charge": 1,
  "max_force_ev_per_a": 0.750,
  "gap_ev": 11.1,
  "homo_ha": -0.5370,
  "e_tot_ev": -11395.15810,
  "elements": ["C", "C", "C", "N", "H", "H", "H", "H", "H", "H", "H", "H", "N", "C", "O", "O", "H", "H", "H"],
  "coordinates": [[1.52, 2.73, 1.31], [0.93, 1.37, 1.48], [1.00, 0.43, 0.55], [0.39, -0.89, 0.75], [1.97, 2.82, 0.32], [0.76, 3.50, 1.41], [2.30, 2.92, 2.05], [0.33, 1.20, 2.37], [1.53, 0.54, -0.39], [0.01, -0.94, 1.69], [-0.43, -1.01, 0.09], [1.05, -1.67, 0.64], [-1.91, -1.01, -1.10], [-1.22, -1.49, -2.24], [-1.07, -2.83, -2.31], [-0.74, -0.75, -3.03], [-2.64, -1.59, -0.70], [-2.28, -0.09, -1.32], [-1.51, -3.22, -1.56]],
  "mulliken_charge": [-1.166, -0.088, -0.089, -0.213, 0.323, 0.321, 0.324, 0.245, 0.360, 0.379, 0.310, 0.400, -0.698, 0.652, -0.416, -0.465, 0.249, 0.252, 0.319]
}

=====

[2]
{
  "formula": "C4H10N2O",
  "method": "ωB97M-V/def2-TZVPD",
  "spin_multiplicity": 1,
  "e_above_lowest_kcal_mol": 182.8,
  "max_force_ev_per_a": 3.364,
  "gap_ev": 4.4,
  "homo_ha": -0.2831,
  "e_tot_ev": -9331.05927,
  "elements": ["C", "N", "C", "C", "N", "C", "O", "H", "H", "H", "H", "H", "H", "H", "H", "H", "H"],
  "coordinates": [[-2.54, -0.73, -0.52], [-1.15, -0.94, -1.10], [-0.31, 0.21, -0.99], [0.48, 0.49, 0.34], [1.74, 0.96, 0.10], [2.69, 0.50, 1.12], [-2.36, -0.13, 0.63], [-3.08, -0.18, -1.33], [-3.03, -1.73, -0.57], [-1.06, 1.00, -1.20], [0.35, 0.31, -1.85], [-0.14, 1.22, 0.93], [0.34, -0.36, 1.04], [-0.72, -1.77, -0.70], [2.74, -0.60, 1.18], [2.41, 0.84, 2.12], [3.64, 0.92, 0.80]],
  "mulliken_charge": [-0.399, -0.261, -0.612, -0.347, -0.314, -0.774, -0.613, 0.281, 0.310, 0.263, 0.443, 0.342, 0.447, 0.265, 0.335, 0.328, 0.308]
}